No. 1
C10H20AsMnNO2S2 as an isolated structure. Source: OMol25; level of theory: ωB97M-V/def2-TZVPD.

ΔE to the lowest compared entry with this formula, charge and spin, kcal per mole: 0.00
Kohn-Sham gap (spin up / spin down), eV: 3.32 / 7.10
Multiplicity: 6

Geometry as XYZ:
```
37
C10H20AsMnNO2S2 ωB97M-V/def2-TZVPD
Mn 0.098 0.603 -0.074
O 0.062 0.603 1.814
N 1.311 0.603 2.393
C 1.325 0.603 3.761
C 2.496 0.603 4.413
C 3.733 0.603 3.665
C 3.730 0.603 2.323
C 2.427 0.603 1.570
S 2.367 0.603 -0.110
H 0.369 0.603 4.274
H 2.529 0.603 5.495
H 4.664 0.603 4.219
H 4.644 0.603 1.746
C -0.651 3.085 -2.637
S 0.540 1.740 -2.852
C 0.059 1.342 -4.550
O 0.098 0.603 -1.979
H -0.431 3.884 -3.349
H -0.558 3.473 -1.620
H -1.666 2.713 -2.792
H 0.254 2.201 -5.195
H -1.001 1.078 -4.585
H 0.655 0.491 -4.890
C -0.862 -3.099 0.900
As -1.382 -1.464 -0.074
C -3.226 -1.411 0.627
C -1.855 -2.391 -1.751
H -1.634 -3.886 0.779
H -0.747 -2.863 1.978
H 0.104 -3.472 0.502
H -3.699 -2.411 0.551
H -3.820 -0.678 0.043
H -3.203 -1.097 1.691
H -2.496 -3.272 -1.539
H -0.928 -2.728 -2.257
H -2.402 -1.691 -2.416
H -0.908 2.009 -0.074
```

Atomic partial charges in e from the Mulliken method, atoms 1 to 2: number 1, Mn, carries -0.0627; number 2, O, carries -0.7052

=====

No. 2
A 8-piece molecular cluster, C20H60N12O8 overall. Source: OMol25; level of theory: ωB97M-V/def2-TZVPD.

ΔE to the lowest compared entry with this formula, charge and spin, kcal per mole: 52.71
SMILES string: COC[C@H](C)N.COC[C@H](C)N.COC[C@H](C)N.COC[C@H](C)N.NC(N)=O.NC(N)=O.NC(N)=O.NC(N)=O
Kohn-Sham gap, eV: 9.23
Multiplicity: 1

Geometry as XYZ:
```
100
C20H60N12O8 ωB97M-V/def2-TZVPD
C 1.798 1.501 1.382
O 2.482 1.283 2.604
C 2.461 -0.097 2.989
C 2.812 -0.196 4.460
C 4.151 0.402 4.721
N 2.732 -1.601 4.885
H 1.841 2.582 1.220
H 0.754 1.179 1.455
H 2.282 0.977 0.547
H 1.499 -0.612 2.827
H 3.127 -0.546 2.257
H 2.073 0.437 4.975
H 4.284 1.405 4.304
H 4.984 -0.240 4.372
H 4.191 0.521 5.800
H 2.452 -2.208 4.119
H 3.713 -1.893 4.929
C 0.421 -3.914 -2.333
O 1.479 -4.676 -2.905
C 2.573 -4.826 -1.998
C 3.745 -5.543 -2.704
C 4.332 -4.553 -3.728
N 3.390 -6.789 -3.364
H -0.310 -3.699 -3.124
H 0.792 -2.939 -2.020
H -0.039 -4.412 -1.481
H 2.999 -3.820 -1.800
H 2.188 -5.290 -1.076
H 4.509 -5.696 -1.949
H 5.103 -5.052 -4.325
H 4.742 -3.679 -3.236
H 3.562 -4.189 -4.393
H 2.460 -6.753 -3.795
H 3.432 -7.622 -2.779
C -3.665 3.446 -1.464
O -3.942 4.465 -0.503
C -3.272 4.255 0.713
C -2.194 5.233 0.916
C -1.091 5.075 -0.138
N -1.728 5.114 2.344
H -2.568 3.441 -1.598
H -4.138 3.794 -2.376
H -3.922 2.422 -1.139
H -4.025 4.349 1.497
H -2.764 3.285 0.783
H -2.549 6.257 0.768
H -1.533 5.064 -1.150
H -0.531 4.147 0.019
H -0.426 5.926 0.011
H -2.342 5.555 3.024
H -1.522 4.153 2.609
C 1.714 3.569 -5.880
O 1.011 2.844 -4.934
C 1.686 1.700 -4.476
C 0.973 1.200 -3.204
C 1.827 -0.030 -2.674
N -0.446 0.903 -3.455
H 1.785 3.025 -6.832
H 2.767 3.624 -5.532
H 1.268 4.546 -6.061
H 1.497 0.846 -5.165
H 2.749 1.969 -4.258
H 0.961 1.921 -2.386
H 1.336 -0.367 -1.763
H 2.867 0.250 -2.489
H 1.840 -0.882 -3.350
H -0.571 0.243 -4.224
H -0.986 1.746 -3.672
N -6.671 0.408 0.076
C -5.317 -0.187 0.084
N -4.457 0.288 1.076
O -5.043 -1.060 -0.728
H -7.108 0.816 0.896
H -7.362 -0.032 -0.499
H -4.768 1.021 1.709
H -3.512 -0.004 1.254
N -1.255 0.754 -0.197
C -1.430 -0.593 0.027
N -1.237 -1.360 -1.124
O -1.780 -1.099 1.105
H -1.001 1.097 -1.115
H -1.119 1.405 0.564
H -0.889 -0.829 -1.907
H -1.602 -2.294 -1.242
N -0.857 -4.758 2.021
C -0.644 -4.169 3.332
N -0.765 -2.742 3.354
O -0.407 -4.862 4.309
H -0.907 -5.757 1.878
H -1.560 -4.318 1.445
H -0.301 -2.150 4.023
H -0.747 -2.299 2.461
N -1.786 0.122 3.706
C -1.534 1.488 3.580
N -1.383 2.229 4.788
O -1.453 2.017 2.486
H -1.968 -0.484 2.895
H -2.115 -0.110 4.629
H -1.072 3.195 4.720
H -1.031 1.738 5.598
```

Atomic partial charges in e from the Mulliken method, atoms 1 to 2: number 1, C, carries -0.3633; number 2, O, carries -0.4246

=====

No. 3
C2H4N4O2 as an isolated structure. Source: OMol25; level of theory: ωB97M-V/def2-TZVPD.

ΔE to the lowest compared entry with this formula, charge and spin, kcal per mole: 171.77
Kohn-Sham gap, eV: 9.73
Multiplicity: 1

Geometry as XYZ:
```
12
C2H4N4O2 ωB97M-V/def2-TZVPD
C 0.242 0.512 0.186
C -1.658 -1.160 -0.428
H 2.842 -0.233 0.170
H 2.596 1.162 -1.127
H 0.906 2.228 1.146
H -2.488 -1.923 -0.933
N 2.620 1.074 -0.034
N 1.301 1.357 0.742
N 0.221 -0.016 -1.060
N -1.902 -0.699 0.705
O -0.612 -1.153 -1.234
O -0.768 -0.017 1.201
```

Atomic partial charges in e from the Mulliken method, atoms 1 to 2: number 1, C, carries 0.3478; number 2, C, carries 0.1655

=====

No. 4
C29H42N2NaO10P2 as an isolated structure. Source: OMol25; level of theory: ωB97M-V/def2-TZVPD.

Net charge: -1
ΔE to the lowest compared entry with this formula, charge and spin, kcal per mole: 37.53
Kohn-Sham gap, eV: 5.28
Multiplicity: 1

Geometry as XYZ:
```
86
C29H42N2NaO10P2 ωB97M-V/def2-TZVPD
Na 0.141 1.009 -1.263
C -3.065 0.407 -4.737
C -1.634 0.598 -5.065
N -0.682 0.682 -4.173
C 0.481 0.862 -4.842
C 0.230 0.886 -6.207
N -1.130 0.713 -6.320
C 1.070 1.061 -7.405
O 2.348 1.226 -7.197
O 0.566 1.050 -8.520
C 1.761 0.977 -4.076
O 2.819 1.160 -4.739
O 1.689 0.862 -2.846
H -3.179 0.571 -3.666
H -3.388 -0.608 -4.963
H -3.693 1.107 -5.287
H -1.598 0.676 -7.212
H 2.589 1.206 -6.138
C 5.163 1.438 3.254
C 3.739 0.892 3.286
C 2.996 1.261 4.563
O 3.005 1.443 2.195
P 2.473 0.600 0.958
O 1.938 1.497 -0.044
C 1.285 -0.635 1.628
P -0.308 0.236 1.738
O -0.673 0.984 0.554
O -1.449 -0.829 2.045
C -1.561 -1.901 2.969
C -1.058 -3.190 2.326
C -0.879 -1.615 4.301
O -0.125 1.117 3.071
C -0.811 2.378 3.173
C -0.154 3.432 2.294
C -2.292 2.243 2.847
O 3.823 -0.220 0.655
C 4.054 -1.326 -0.218
C 3.963 -2.625 0.585
C 3.133 -1.312 -1.416
H 5.740 1.049 4.091
H 5.143 2.524 3.311
H 5.646 1.152 2.322
H 3.784 -0.197 3.177
H 2.986 2.342 4.672
H 3.474 0.817 5.432
H 1.966 0.921 4.493
H 1.630 -1.061 2.565
H 1.133 -1.416 0.888
H -2.644 -1.991 3.130
H 0.030 -3.198 2.275
H -1.463 -3.252 1.317
H -1.388 -4.057 2.896
H 0.197 -1.529 4.166
H -1.084 -2.424 5.000
H -1.249 -0.680 4.712
H -0.683 2.642 4.234
H -0.407 3.247 1.254
H 0.927 3.386 2.394
H -0.504 4.421 2.585
H -2.410 1.910 1.819
H -2.782 3.207 2.968
H -2.770 1.516 3.502
H 5.094 -1.186 -0.540
H 2.926 -2.909 0.757
H 4.456 -2.499 1.548
H 4.453 -3.432 0.045
H 2.110 -1.539 -1.118
H 3.447 -2.037 -2.160
H 3.116 -0.325 -1.870
C -3.569 -3.210 -0.876
C -2.254 -2.825 -1.185
C -1.948 -1.501 -1.351
C -2.906 -0.481 -1.196
C -2.519 0.887 -1.385
C -3.545 1.781 -1.090
C -4.840 1.421 -0.685
C -5.196 0.103 -0.580
C -4.227 -0.885 -0.827
C -4.533 -2.256 -0.702
H -3.814 -4.265 -0.777
H -1.496 -3.593 -1.310
H -0.942 -1.194 -1.625
H -3.339 2.847 -1.164
H -5.577 2.191 -0.467
H -6.203 -0.194 -0.293
H -5.554 -2.543 -0.465
```

Atomic partial charges in e from the Mulliken method, atoms 1 to 2: number 1, Na, carries 0.8794; number 2, C, carries -0.8792